Record 1
37
Properties=species:S:1:pos:R:3:forces:R:3 method="wB97M-V/def2-TZVPD" de_lowest_kj_mol=0.00 total_charge=0 e_tot_ev=-78688.2970 fmax_ha_per_bohr=0.0138 lumo_ev=-1.24
Pt -0.81098 0.43540 -0.50489 0.03 -0.04 0.36
S 1.57411 -2.68196 1.64454 0.04 -0.01 0.01
C 2.03750 -2.85475 -0.02547 0.00 0.02 -0.01
C 2.79193 -3.85454 -0.63146 0.01 0.01 0.02
C 2.98414 -3.76056 -1.99542 0.02 -0.01 -0.02
C 2.47885 -2.69192 -2.74356 0.00 -0.01 0.01
C 1.74868 -1.69404 -2.13445 -0.03 0.03 0.01
C 1.50297 -1.80256 -0.76440 0.00 0.07 0.02
N 0.73777 -0.92738 -0.01082 -0.09 -0.07 -0.09
C 0.69074 -1.26502 1.24894 -0.03 0.02 0.00
C -0.13015 -0.45431 2.13078 0.02 0.03 0.02
C -0.13873 -0.57216 3.51573 -0.01 -0.03 0.01
C -0.91582 0.28855 4.26888 0.01 -0.01 0.00
C -1.67352 1.26111 3.63292 -0.03 0.02 -0.01
C -1.67882 1.38448 2.24743 -0.02 -0.05 -0.01
C -0.91236 0.51655 1.49153 0.12 -0.01 -0.04
H 3.20537 -4.67470 -0.06228 0.00 0.00 0.00
H 3.55756 -4.52563 -2.50111 0.00 0.00 0.00
H 2.67022 -2.63352 -3.80706 0.01 0.01 0.00
H 0.79924 -0.79773 -3.55659 0.01 -0.01 0.03
H 0.46901 -1.32907 3.99692 0.00 0.00 0.01
H -0.92525 0.20910 5.34705 0.00 0.00 0.00
H -2.27442 1.94465 4.21822 0.00 0.00 0.01
H -2.28594 2.14599 1.78313 0.00 0.01 -0.03
S 0.32858 2.39070 -0.39054 0.14 0.19 -0.09
C -1.15621 3.24529 -0.67606 0.09 -0.03 0.02
S -2.39292 2.05962 -0.92188 -0.11 -0.04 0.06
C -1.30061 4.59454 -0.70338 -0.03 0.06 0.02
C -2.58375 5.17274 -0.94390 0.04 -0.01 0.02
N -3.63466 5.60135 -1.12985 -0.02 0.00 -0.01
C -0.16900 5.43748 -0.48523 -0.04 0.00 -0.08
N 0.76655 6.08556 -0.31919 0.02 0.00 0.04
O -1.27878 -2.61470 -2.70878 -0.03 0.12 -0.06
Cl -2.05855 -1.47002 -2.29526 -0.16 -0.68 -0.12
O -1.94103 -1.37674 -0.76941 -0.30 0.12 0.29
O 1.28500 -0.57665 -2.75251 0.22 -0.03 -0.04
O -1.36674 -0.21516 -2.69259 0.12 0.36 -0.37


Record 2
32
Properties=species:S:1:pos:R:3:forces:R:3 method="wB97M-V/def2-TZVPD" de_lowest_kj_mol=88.77 total_charge=-1 e_tot_ev=-86057.3026 multiplicity=6 fmax_ha_per_bohr=0.0220 lumo_ev="2.40 / 2.31"
Mn -1.09972 -0.16482 0.05737 0.80 0.53 -0.03
S 3.01468 1.56327 0.05214 0.03 -0.03 0.01
C 3.27036 -0.17174 0.05030 0.09 0.04 0.00
C 4.48768 -0.82817 0.04308 -0.01 0.04 0.00
C 4.50582 -2.21790 0.04524 -0.06 0.02 0.00
C 3.30135 -2.91339 0.05499 -0.03 0.02 0.00
C 2.07891 -2.25500 0.06209 -0.03 -0.13 0.01
C 2.04264 -0.85989 0.05874 -0.11 0.15 0.01
N 0.92954 -0.03953 0.06452 -0.13 0.14 -0.01
C 1.28997 1.30069 0.06182 0.06 -0.16 0.01
C 0.30509 2.30148 0.06179 0.04 -0.02 -0.02
C 0.58766 3.68741 0.05808 -0.05 -0.03 0.00
C -0.44710 4.60190 0.05668 0.00 -0.06 0.00
C -1.77291 4.17147 0.05740 0.06 0.02 0.00
C -2.05060 2.80112 0.05851 -0.05 0.00 0.02
C -1.04946 1.84708 0.06125 -0.03 0.39 0.04
H 5.41175 -0.26145 0.03628 -0.03 -0.02 0.00
H 5.44847 -2.75015 0.03950 -0.02 0.01 0.00
H 3.31000 -3.99652 0.05773 -0.01 0.00 0.00
H 1.16238 -2.82834 0.07041 0.06 0.03 0.00
H 1.61823 4.02629 0.05598 -0.01 0.01 0.00
H -0.22326 5.66301 0.05457 0.00 -0.02 0.00
H -2.58332 4.89038 0.05775 0.02 -0.02 0.00
H -3.09146 2.49572 0.06030 0.00 0.02 -0.01
S -3.33490 -0.03156 -0.06483 -0.65 0.18 -0.05
C -3.87808 -1.68162 -0.15109 -0.49 0.13 -0.01
C -5.29472 -1.91619 -0.26034 0.29 0.14 0.02
N -6.43025 -2.07404 -0.34989 -0.06 -0.02 0.00
C -3.00767 -2.70196 -0.11464 0.34 -0.52 0.03
S -1.29524 -2.40874 0.02094 -0.08 -1.13 -0.03
C -3.43907 -4.07389 -0.18170 0.06 0.32 0.01
N -3.76678 -5.17494 -0.23497 0.00 -0.06 0.00